Computed, not measured: an isolated molecule of C5H9N, with ωB97M-V/def2-TZVPD.

Summary:
- Frontier orbital gap: 10.2 eV
- SMILES: C=C=NCCC
- E_LUMO: 0.034 Eh
- Energy relative to the best compared isomer or geometry (same formula, charge and spin): 2.6936 eV

Geometry as ORCA input:
```
! RIJCOSX wB97M-V def2-TZVPD def2/J DEFGRID3
* xyz 0 1
C 2.97530 0.29036 -0.08080
H -1.64270 -0.13400 1.76040
H 0.43454 -0.03906 0.59977
C -1.41761 0.16989 -0.38977
H -1.98011 -1.57380 0.79022
C 2.15461 -0.50593 -0.73046
H 0.48089 0.98160 -0.87359
H 3.29750 1.22571 -0.52589
C -2.08169 -0.48737 0.81767
N 1.08247 -0.96542 -1.13205
H -3.14829 -0.23889 0.85070
H -1.91197 -0.11879 -1.31647
H -1.58373 1.25547 -0.28987
H 3.22630 0.07949 0.95322
C 0.11448 0.06072 -0.43305
*
```

=====

Computed, not measured: a structure of composition C4H13N2S in a non-equilibrium geometry, with ωB97M-V/def2-TZVPD.

Summary:
- Frontier orbital gap (alpha / beta): 5.0 / 9.1 eV
- E_LUMO (alpha / beta): 0.018 / 0.017 Eh
- Energy relative to the best compared isomer or geometry (same formula, charge and spin): 1.8962 eV
- ⟨S²⟩: 0.753

Geometry as ORCA input:
```
! RIJCOSX wB97M-V def2-TZVPD def2/J DEFGRID3
* xyz 0 2
C 0.13540 2.42375 0.89870
H 0.09972 0.85989 -0.60346
H -1.27288 -1.59800 -2.49059
H -2.22376 -0.80686 -1.10399
H 0.22956 -3.65714 -1.26129
C 0.38433 0.96811 0.43637
N -0.34149 -0.02884 1.24276
H 1.33599 -2.78558 -0.22255
N -0.50377 -1.84719 -0.51251
H -0.36952 -1.05634 0.52499
H -0.07170 2.48499 1.97255
H 1.44102 0.74493 0.55998
S 1.65454 3.29349 0.42503
C 0.59164 -2.65130 -1.01400
H 1.06806 -2.21607 -1.90149
C -1.42307 -1.48084 -1.40963
H 1.16525 4.53881 0.57322
H -0.72763 2.83143 0.37699
H -1.31136 0.22124 1.40026
H 0.13968 -0.23846 2.10864
*
```

=====

Computed, not measured: a cluster of 4 separate species, C5H17NO3 in total in a non-equilibrium geometry, with ωB97M-V/def2-TZVPD.

Summary:
- Frontier orbital gap: 8.4 eV
- SMILES: CC/C=C/NC.O.O.O
- E_LUMO: 0.020 Eh
- Energy relative to the best compared isomer or geometry (same formula, charge and spin): 1.1034 eV

Geometry as ORCA input:
```
! RIJCOSX wB97M-V def2-TZVPD def2/J DEFGRID3
* xyz 0 1
H -0.31434 -2.26899 2.12086
C 0.71518 -1.05241 -2.01780
N -0.45026 -1.41884 1.60467
H 0.66478 -2.11518 -2.27288
H 0.15659 1.79097 0.79604
H 2.39026 1.18876 0.77679
H 0.78573 -2.39936 0.29371
H -1.42792 -0.21848 2.97661
H 1.55541 0.69033 1.94254
H -0.64044 0.10934 -0.78130
C -0.02294 -0.78518 -0.74199
H -2.50142 -1.00050 1.77384
H -1.46005 0.39898 1.33615
C -1.53552 -0.50864 1.93236
H -3.00008 2.38291 -1.13924
O 1.79348 1.49913 1.48824
O -0.65413 2.30113 0.54289
O -3.33741 1.49489 -0.99362
H -2.67826 1.16651 -0.38244
H 2.49225 -0.14157 -2.86043
C 0.11631 -1.54107 0.34032
H 0.33780 -0.51129 -2.88274
H -0.55499 3.13692 1.04828
H 2.87758 -1.51870 -1.94392
C 2.23976 -0.63885 -1.91672
H 2.45264 -0.04082 -1.04020
*
```

=====

Computed, not measured: a structure of composition C33H33N6OS3SbSe4Ti in a non-equilibrium geometry, with ωB97M-V/def2-TZVPD.

Summary:
- Frontier orbital gap (alpha / beta): 3.4 / 5.0 eV
- E_LUMO (alpha / beta): 0.132 / 0.121 Eh
- Energy relative to the best compared isomer or geometry (same formula, charge and spin): 3.1087 eV
- ⟨S²⟩: 2.035

Geometry as ORCA input:
```
! RIJCOSX wB97M-V def2-TZVPD def2/J DEFGRID3
* xyz -2 3
C -0.07529 3.13039 1.42705
N 1.13201 2.54753 -5.06398
C 0.27636 4.43882 1.10372
C -0.21871 -6.56389 1.35404
C 0.64865 -4.40374 0.74919
C 2.35638 1.41599 0.93531
H 1.22406 -5.47149 2.51358
C 0.44946 0.69724 4.06547
H -1.16912 3.30891 -5.21973
C 3.10177 1.41148 2.09049
H 1.37893 6.17971 1.68366
C -3.30573 -2.52097 2.29655
C 1.80872 -0.87432 1.18568
C -1.01743 -6.56489 0.21781
H -0.93686 -0.70140 4.95392
H 5.12495 0.96008 -3.43651
H 2.02290 -3.36558 1.85616
C 1.20795 3.29916 3.50960
Ti -0.16765 0.16027 -0.26448
Sb -2.37316 0.23116 -4.79557
N 0.00156 1.24029 2.91353
H 2.21183 5.17961 3.78867
C -3.55246 -1.08983 2.79899
C 1.92922 0.32647 -5.48757
H -0.24655 -7.39798 2.04361
C 3.16160 0.23324 2.83758
C 2.14003 1.57546 -4.89822
H 3.58734 2.31583 2.42238
C 2.86096 -0.68618 -5.32972
C 0.60470 -5.48158 1.62349
C 4.01572 -0.46811 -4.59112
S -0.00825 -3.06801 -1.53954
H 2.25166 2.30068 0.31922
H 0.72158 -1.29555 4.86188
H -1.30471 -2.90829 1.46304
H 2.54613 -1.79793 3.00073
C 1.16321 -2.01915 0.59325
C -2.20545 -2.34469 1.23007
H 2.27712 3.23532 5.38942
C 0.53857 3.29142 -4.07563
C -0.12540 -4.41570 -0.41250
Se -0.23354 0.10432 -2.73511
H 2.66183 -1.65763 -5.76418
C -0.97076 -5.48856 -0.65642
C 2.52686 -0.89836 2.39658
Se -2.27798 0.22552 -1.54907
H -2.75989 0.76413 1.87305
H -1.67848 -7.39669 0.01413
H -0.08840 4.86475 0.17695
H -4.20540 -2.93854 1.84389
H -2.55138 -2.63135 0.23021
H -0.27751 -1.19307 3.38960
N 0.31660 -1.83683 -0.41570
H 1.01775 0.15575 -6.05131
C 3.30740 1.80381 -4.17330
H 1.58634 0.85054 5.86497
H 0.48969 2.31465 -5.82794
S 1.19486 3.67882 -2.58967
H -1.58534 -5.47012 -1.54846
C 1.25996 1.35659 4.96152
C -3.04067 -0.25801 1.63810
Se -1.64998 1.13446 -7.00055
H -1.21142 4.18567 -3.71307
H -2.94967 -0.88114 3.68081
C 4.23017 0.77928 -4.02110
C 1.64976 2.68343 4.69799
C 1.09692 5.16700 1.95097
C 1.55763 4.61025 3.13461
Se -3.02862 -2.06743 -5.08881
H -2.98218 -3.18974 3.09456
N 1.46874 -3.30018 1.01947
O -1.86860 -0.95942 1.22742
H 4.73848 -1.26373 -4.45562
N -0.67748 3.74808 -4.44328
H 3.46897 2.76667 -3.71697
S -1.18878 2.21418 0.35833
H -3.77045 -0.25865 0.81484
C -0.03367 -0.70461 4.33475
N 1.72555 0.31880 0.47509
C 0.36924 2.53143 2.62829
H 3.70436 0.21952 3.77336
H -4.59913 -0.88585 3.02532
*
```

=====

Computed, not measured: a structure of composition C26H29BrN7O2Ti in a non-equilibrium geometry, with ωB97M-V/def2-TZVPD.

Summary:
- Frontier orbital gap (alpha / beta): 6.7 / 6.5 eV
- E_LUMO (alpha / beta): -0.236 / -0.244 Eh
- Energy relative to the best compared isomer or geometry (same formula, charge and spin): 0.0000 eV
- ⟨S²⟩: 0.753

Geometry as ORCA input:
```
! RIJCOSX wB97M-V def2-TZVPD def2/J DEFGRID3
* xyz 2 2
C -0.71787 3.51854 1.46500
H -0.67759 -2.79569 1.13255
C 1.79897 -3.38619 -1.73266
C -1.92314 -0.19898 4.55545
H -1.53929 3.16769 -0.34988
C -0.39819 -1.82755 1.53403
H 1.15778 3.65220 0.54403
C -1.33747 -0.29593 3.26248
O 0.12517 -1.37174 -5.83085
N -0.21634 0.86576 -1.65462
H -0.16924 -2.85029 -1.07896
Br -2.40491 -4.17637 5.60490
C 4.91529 -1.47216 -1.11781
H -0.46884 -3.68379 3.45443
C -3.00027 2.60118 0.95627
N -2.94661 0.34078 0.13295
C 0.72794 3.08718 1.36693
C 3.11247 -3.07816 -1.64981
N -1.75406 -1.81980 -4.57827
C 2.69673 -1.15337 -0.16519
H -3.69735 1.91324 -0.98920
C -0.82327 -1.59718 2.87746
O -1.31892 0.65758 2.37565
H -2.50175 -1.23035 -4.28508
H -3.50730 3.59189 0.85868
H -2.04704 -2.46892 -5.26973
H 1.00701 1.17551 2.13240
C 5.37975 -0.44048 -0.36390
H -1.05365 3.49915 2.52408
C 0.89327 -2.69428 -0.95836
H 3.79803 -3.74392 -2.18561
H 1.19643 3.53103 2.23395
H -2.25879 0.74958 5.03112
N 0.94998 1.62355 1.23878
C -2.11139 -1.34396 5.30457
H -4.74826 1.46762 0.34748
C 0.94050 2.01688 -3.43397
N 3.09233 -0.01101 0.38593
H -1.32055 -0.78284 -2.20449
H 4.63311 1.29484 0.76600
C 4.39131 0.30974 0.32640
C -0.63565 -0.06387 -2.55923
H 5.53616 -1.99951 -1.82319
C -1.68828 -2.57592 4.84787
H 0.78911 0.98544 -5.39223
H -3.10017 -0.01350 1.07502
C -0.90149 -2.74533 3.71299
C 1.30250 -1.64117 -0.14319
H -3.06129 2.32390 2.01997
N 0.41926 -1.05072 0.82347
H 1.51865 -4.19788 -2.34947
H -2.59622 -1.29314 6.25657
N -1.57863 2.70196 0.56101
H 1.85301 1.24059 0.80352
H 1.49501 2.87482 -3.77454
C 0.57228 1.02165 -4.31112
C -3.69334 1.58588 0.07648
C 0.48100 1.96431 -2.07214
H 0.80990 2.66037 -1.35005
Ti -0.74471 0.65490 0.49050
C 3.59078 -1.91477 -1.02900
C -0.60543 -1.11560 -4.87793
H -0.78622 4.58309 1.20721
H 6.47602 -0.19265 -0.30035
C -0.19067 -0.06556 -3.88857
H -3.13564 -0.36828 -0.56672
*
```

=====

Computed, not measured: a structure of composition C16H7F5I2NO2PtS, with ωB97M-V/def2-TZVPD.

Summary:
- Frontier orbital gap (alpha / beta): 7.5 / 5.7 eV
- E_LUMO (alpha / beta): -0.152 / -0.229 Eh
- ⟨S²⟩: 6.059

Geometry as ORCA input:
```
! RIJCOSX wB97M-V def2-TZVPD def2/J DEFGRID3
* xyz 1 5
C -1.37250 -0.95536 -1.68067
C 1.95175 0.88519 2.98223
C -2.46755 -0.99241 -2.54721
F -0.18379 3.23107 5.57226
S 0.34482 1.62036 0.83884
F 3.36397 0.26945 4.74968
H 4.75435 -0.71792 -1.96674
C -3.21705 -3.07227 -1.45605
C -2.16687 -3.01436 -0.55424
C 2.32268 0.95550 4.30438
H -1.63212 1.78881 -4.30115
I -5.02281 -2.25315 -3.67614
N -0.40679 -0.02395 -1.77795
I -1.92105 -4.45895 0.88728
C 0.50519 2.47964 4.72605
C -1.22401 -1.92743 -0.59495
H 3.29980 -0.37484 -2.91436
C -1.58260 0.99086 -3.57327
F 2.67227 0.11044 2.17929
C 0.85525 1.60851 2.48692
C -0.49691 0.92087 -2.70053
O -0.32027 -1.78200 0.25122
H -3.91180 -3.89939 -1.40400
O 3.03728 -0.61459 -0.86014
H 0.31554 1.63430 -2.74876
F -0.88700 3.12277 2.98386
C -3.39646 -2.08765 -2.41440
C 0.15250 2.41240 3.39931
H 4.02284 0.88383 -1.89384
Pt 1.24479 -0.23326 -0.28914
H -3.41495 0.07011 -4.16683
C 3.80623 -0.18353 -1.96708
C 1.59614 1.75327 5.17873
C -2.56446 0.03537 -3.49861
F 1.94357 1.81830 6.44601
*
```